Entry i
A 3-piece molecular cluster, CH3F3N2O overall. Source: the OMol25 dataset; level of theory: ωB97M-V with the def2-TZVPD basis set.

Values from the calculation:
SMILES: F/N=N\F.C=O.F
molecular weight: 116.0 g mol⁻¹
frontier orbital gap: 10.69 eV
charge: 0
HOMO: -10.921 eV

Each line ends with the natural charge from an NBO analysis.
CARTESIAN COORDINATES (ANGSTROEM)
C 1.4366 0.1666 -0.2307  0.31
N -3.0639 -0.2811 0.6636  0.20
N -3.1994 -0.3839 -0.4581  0.27
O 0.2322 0.2041 -0.3314  -0.53
F -4.0179 -0.1562 1.6411  -0.18
F -4.5903 -0.3109 -1.0048  -0.29
F -2.0449 1.8777 -0.5274  -0.57
H 1.9052 -0.6097 0.2605  0.11
H 2.1857 0.9773 -0.5516  0.11
H -1.5014 1.3199 0.0192  0.57

Entry ii
A 2-piece molecular cluster, CH3F3N2O overall. Source: the OMol25 dataset; level of theory: ωB97M-V with the def2-TZVPD basis set.

Values from the calculation:
molecular weight: 116.0 g mol⁻¹
frontier orbital gap (spin up / spin down): 9.84 / 7.90 eV
charge: 0
HOMO (spin up / spin down): -9.348 / -8.084 eV

Each line ends with the natural charge from an NBO analysis.
CARTESIAN COORDINATES (ANGSTROEM)
C -1.5384 -0.0394 -0.6281  0.96
N 1.1748 0.0593 1.0768  -0.67
N 1.4537 0.4573 -0.2337  0.04
O 0.5903 1.2409 -0.7277  -0.43
F -1.1396 -1.3022 -0.7296  -0.34
F -2.6733 0.1266 -1.2734  -0.32
F -1.7487 0.2640 0.6853  -0.36
H 0.1260 0.1165 1.2817  0.40
H 1.5996 -0.7416 1.4275  0.37
H 2.1556 -0.1816 -0.8787  0.35

Most stable one: entry ii, least stable one: entry i.

Entry i
A single C2H3P3 molecule. Source: the OMol25 dataset; level of theory: ωB97M-V with the def2-TZVPD basis set.

Values from the calculation:
SMILES: C=CP=P#P
molecular weight: 120.0 g mol⁻¹
frontier orbital gap (spin up / spin down): 5.68 / 6.20 eV
charge: 0
HOMO (spin up / spin down): -7.852 / -7.989 eV

Each line ends with the natural charge from an NBO analysis.
CARTESIAN COORDINATES (ANGSTROEM)
C -0.5311 0.9096 -0.1988  -0.56
C -0.1169 -0.3089 0.1466  -0.36
P -2.0868 1.7460 -0.0160  0.30
P -2.7683 -1.6341 -0.0947  0.10
P -3.5316 0.2039 0.0867  -0.10
H 0.1830 1.5720 -0.6774  0.24
H 0.8796 -0.6638 -0.0619  0.21
H -0.7353 -0.9690 0.7445  0.18

Entry ii
C2H3P3 as an isolated structure. Source: the OMol25 dataset; level of theory: ωB97M-V with the def2-TZVPD basis set.

Values from the calculation:
molecular weight: 120.0 g mol⁻¹
frontier orbital gap: 7.47 eV
charge: 0
HOMO: -8.706 eV

Each line ends with the natural charge from an NBO analysis.
CARTESIAN COORDINATES (ANGSTROEM)
C 0.7694 0.8630 -0.0875  -0.59
C 0.2590 -0.5180 -0.0282  -0.57
P 2.2113 1.7061 0.0504  0.40
P 2.3521 -1.5377 0.0763  0.14
P 3.6215 0.0345 -0.0773  -0.10
H -0.1207 1.4459 -0.2181  0.23
H -0.2033 -1.0197 0.8399  0.25
H -0.1893 -0.7510 -0.9564  0.23

Most stable one: entry ii, least stable one: entry i.

Entry i
An isolated ion of composition C3H8NO and charge +2. Source: the OMol25 dataset; level of theory: ωB97M-V with the def2-TZVPD basis set.

Values from the calculation:
molecular weight: 74.1 g mol⁻¹
frontier orbital gap (spin up / spin down): 12.36 / 9.00 eV
charge: +2
spin multiplicity: 2
HOMO (spin up / spin down): -23.098 / -23.185 eV

Each line ends with the Löwdin spin population.
CARTESIAN COORDINATES (ANGSTROEM)
C -0.2510 -0.4389 -0.7910  0.00
C 0.5929 -0.0779 0.5054  0.09
C 0.1903 1.2405 1.1068  0.13
O -0.9632 1.5183 1.2626  0.70
N 0.2859 -1.6020 -1.5349  0.00
H -0.4176 0.4984 -1.3283  0.00
H -1.2488 -0.6762 -0.4477  0.00
H 1.6703 -0.1390 0.3592  0.00
H 0.3173 -0.8582 1.2234  0.00
H 1.0134 1.9906 1.1709  0.07
H 1.2914 -1.8199 -1.4369  0.00
H 0.1420 -1.5452 -2.5511  0.00
H -0.1743 -2.4532 -1.2024  0.00

Entry ii
An isolated ion of composition C3H8NO and charge +2. Source: the OMol25 dataset; level of theory: ωB97M-V with the def2-TZVPD basis set.

Values from the calculation:
molecular weight: 74.1 g mol⁻¹
frontier orbital gap (spin up / spin down): 11.86 / 7.95 eV
charge: +2
spin multiplicity: 2
HOMO (spin up / spin down): -23.239 / -23.270 eV

Each line ends with the Löwdin spin population.
CARTESIAN COORDINATES (ANGSTROEM)
O 0.7601 -0.2160 -2.4002  0.66
C 0.0854 0.6557 -1.9625  0.12
C -0.0949 0.7083 -0.4232  0.13
N 0.4711 -0.4900 0.3300  0.00
C -0.3900 -0.8004 1.5764  0.01
H -0.3361 1.5150 -2.4886  0.06
H 0.4723 1.5825 -0.1013  0.00
H -1.1760 0.8525 -0.3119  0.01
H 0.6307 -1.2053 -0.3898  0.00
H 1.4113 -0.2120 0.6568  0.00
H -1.3150 -1.2703 1.2756  0.00
H -0.7454 0.2210 1.9532  0.00
H 0.2263 -1.3410 2.2855  0.00

Most stable one: entry i, least stable one: entry ii.